(1)
{
  "formula": "C19H27N3O3S",
  "method": "the ωB97M-V functional and the def2-TZVPD basis",
  "homo_ev": -8.6,
  "smiles": "CCCCCNC(=O)c1ccc2c(=O)n(CCCOCC)c(=S)[nH]c2c1",
  "orbital_gap_ev": 8.341,
  "symbols": ["C", "C", "C", "C", "H", "H", "C", "N", "C", "O", "C", "C", "C", "C", "C", "C", "H", "H", "C", "O", "N", "C", "S", "N", "H", "C", "C", "C", "O", "C", "C", "H", "H", "H", "H", "H", "H", "H", "H", "H", "H", "H", "H", "H", "H", "H", "H", "H", "H", "H", "H", "H", "H"],
  "coordinates": [[4.412, -3.917, -5.114], [4.957, -4.856, -4.045], [3.863, -5.540, -3.223], [2.891, -4.583, -2.532], [2.151, -5.173, -1.984], [2.358, -3.993, -3.279], [3.586, -3.629, -1.560], [2.640, -2.766, -0.888], [2.384, -1.515, -1.331], [2.976, -1.001, -2.259], [1.314, -0.783, -0.578], [0.585, 0.164, -1.278], [-0.412, 0.893, -0.636], [-0.667, 0.675, 0.723], [0.089, -0.263, 1.424], [1.068, -0.990, 0.783], [1.664, -1.693, 1.344], [-0.117, -0.397, 2.475], [-1.712, 1.445, 1.406], [-1.969, 1.337, 2.585], [-2.423, 2.333, 0.601], [-2.143, 2.576, -0.715], [-2.927, 3.699, -1.626], [-1.157, 1.836, -1.294], [-0.969, 2.034, -2.268], [-3.479, 3.097, 1.246], [-2.940, 4.388, 1.860], [-4.025, 5.074, 2.698], [-4.609, 4.250, 3.672], [-3.746, 3.857, 4.725], [-4.596, 3.260, 5.836], [-5.312, 3.995, 6.194], [-5.142, 2.401, 5.457], [-3.961, 2.945, 6.659], [-3.194, 4.735, 5.096], [-3.020, 3.112, 4.374], [-4.854, 5.373, 2.051], [-3.597, 5.975, 3.165], [-2.618, 5.072, 1.073], [-2.079, 4.153, 2.488], [-4.247, 3.321, 0.504], [-3.901, 2.472, 2.036], [0.806, 0.331, -2.322], [2.016, -3.192, -0.222], [4.145, -4.193, -0.807], [4.269, -2.971, -2.099], [4.336, -6.172, -2.467], [3.284, -6.192, -3.882], [5.627, -4.304, -3.384], [5.551, -5.638, -4.526], [3.941, -3.045, -4.668], [3.680, -4.430, -5.735], [5.220, -3.570, -5.754]],
  "atomic_forces_ev_per_a": [[0.1866, -0.1053, 0.1573], [-0.1785, -0.0865, -0.0592], [0.0241, 0.1537, 0.0236], [0.2543, -0.0581, 0.0700], [-0.0612, 0.0525, -0.0215], [-0.0942, 0.0486, 0.0178], [-0.0219, -0.1221, -0.2905], [-0.0244, -0.1997, 0.2293], [-0.0349, -0.1162, 0.1953], [0.0261, 0.1325, -0.2539], [-0.2767, 0.4035, 0.0083], [0.0708, -0.0996, 0.0458], [0.1656, -0.4065, 0.6491], [0.2723, -0.1282, -0.2651], [-0.1197, 0.0935, -0.0985], [-0.0121, -0.0326, -0.0381], [0.0612, -0.0574, 0.0512], [-0.0085, 0.0004, 0.0868], [0.0788, -0.1341, 0.1003], [0.0600, -0.0455, 0.0431], [0.0833, -0.1351, -0.1547], [0.0790, 0.0880, -0.5300], [-0.1970, 0.3398, -0.3456], [-0.0311, 0.0304, 0.0015], [-0.1380, 0.0623, 0.2061], [-0.3600, 0.3253, 0.4729], [-0.3411, -0.1289, 0.2141], [0.2832, 0.1628, -0.2911], [-0.1653, -0.2094, 0.2241], [0.0124, -0.0925, 0.1714], [0.1692, 0.2150, -0.3678], [-0.0673, 0.0531, 0.0752], [-0.0602, -0.1254, 0.0051], [0.0411, -0.0595, 0.1093], [-0.0144, -0.0657, -0.0640], [-0.0143, 0.1169, -0.0114], [0.0909, 0.0852, 0.0117], [-0.1039, -0.0582, -0.0569], [0.0357, 0.0043, -0.0024], [0.0497, 0.0133, -0.0152], [0.1161, -0.1089, 0.1025], [0.0710, 0.0589, -0.1713], [0.0527, 0.0182, -0.1173], [-0.0213, 0.1485, -0.0513], [0.0439, 0.0486, -0.0666], [0.0398, -0.1089, 0.1138], [-0.0369, -0.1045, 0.0032], [0.0238, -0.0875, 0.0183], [0.1083, -0.0225, 0.0079], [0.0822, 0.0362, 0.0670], [-0.1021, 0.1395, -0.0075], [-0.1095, -0.0147, -0.1052], [0.0121, 0.0823, -0.0968]],
  "nbo_charge": [-0.6149, -0.3958, -0.3917, -0.4057, 0.1983, 0.2088, -0.2308, -0.6013, 0.6579, -0.6170, -0.0800, -0.2299, 0.2730, -0.2170, -0.1193, -0.2401, 0.2195, 0.2421, 0.6799, -0.5867, -0.4410, 0.2858, -0.2007, -0.5786, 0.4341, -0.2365, -0.4451, -0.0525, -0.5445, -0.0703, -0.6171, 0.2090, 0.2121, 0.2089, 0.1570, 0.1796, 0.1884, 0.1662, 0.2265, 0.2079, 0.2381, 0.2421, 0.2387, 0.3954, 0.1939, 0.2316, 0.1980, 0.2035, 0.1937, 0.2032, 0.2111, 0.1994, 0.2127]
}

***

(2)
{
  "formula": "H6N4OS",
  "method": "the ωB97M-V functional and the def2-TZVPD basis",
  "homo_ev": -8.2,
  "smiles": "N#[S@](N)(O)NN",
  "orbital_gap_ev": 8.226,
  "symbols": ["N", "N", "N", "N", "O", "S", "H", "H", "H", "H", "H", "H"],
  "coordinates": [[1.746, 0.263, 1.430], [-1.630, 0.670, -0.432], [-0.047, -1.659, 0.257], [-0.466, 1.272, -0.062], [1.301, 0.526, -0.920], [0.650, -0.045, 0.541], [-1.453, -0.198, -0.772], [-2.390, 0.559, 0.359], [0.576, -2.182, 0.715], [0.105, -1.903, -0.798], [-0.658, 2.044, 0.618], [2.268, 0.652, -0.937]],
  "atomic_forces_ev_per_a": [[-0.9898, -1.3428, 1.9891], [-4.9927, 2.8462, 2.2397], [-2.4097, 3.6385, -5.1999], [-1.7896, -0.4111, 2.4231], [0.9720, -2.0860, -2.2876], [4.1526, 4.1382, -1.2401], [0.3151, -2.7988, -1.5299], [2.0488, 0.1074, -1.8208], [3.0774, -2.6371, 2.6583], [-0.4514, 0.6617, 2.2789], [0.3828, -1.2539, -0.1924], [-0.3156, -0.8623, 0.6818]],
  "nbo_charge": [-0.9749, -0.6263, -0.9997, -0.5424, -0.9648, 1.7681, 0.3467, 0.3288, 0.3822, 0.3980, 0.3871, 0.4971]
}

***

(3)
{
  "formula": "C27H22BIrN5O2S2",
  "method": "the ωB97M-V functional and the def2-TZVPD basis",
  "homo_ev": [-10.2, -10.2],
  "charge": 1,
  "orbital_gap_ev": [6.068, 6.067],
  "symbols": ["Ir", "C", "C", "N", "N", "C", "N", "S", "C", "C", "C", "C", "C", "N", "H", "H", "H", "H", "H", "H", "H", "H", "H", "H", "S", "C", "C", "C", "C", "C", "C", "N", "C", "C", "C", "C", "C", "C", "C", "H", "H", "H", "H", "H", "H", "H", "H", "O", "B", "O", "C", "C", "C", "C", "C", "C", "H", "H", "H", "H"],
  "coordinates": [[-0.005, -0.374, 0.836], [-1.390, 3.864, 0.980], [-0.705, 2.545, 1.185], [-1.361, 1.394, 1.369], [-2.701, 1.327, 1.481], [-3.293, 0.301, 2.114], [-4.646, 0.309, 2.231], [-2.389, -1.001, 2.683], [0.702, 2.431, 1.163], [1.566, 3.537, 0.966], [2.921, 3.372, 1.002], [3.444, 2.091, 1.250], [2.571, 1.039, 1.385], [1.241, 1.164, 1.323], [-2.443, 3.834, 1.250], [-1.312, 4.148, -0.072], [-0.924, 4.644, 1.579], [-3.286, 2.041, 1.049], [-5.143, 1.186, 2.266], [-5.035, -0.433, 2.790], [1.139, 4.503, 0.752], [3.583, 4.203, 0.823], [4.505, 1.927, 1.315], [2.949, 0.040, 1.545], [-1.971, -4.315, -0.101], [-2.904, -3.081, -0.911], [-4.064, -3.219, -1.656], [-4.625, -2.083, -2.208], [-4.036, -0.832, -2.027], [-2.876, -0.691, -1.294], [-2.301, -1.825, -0.720], [-1.170, -1.866, 0.050], [-0.873, -3.097, 0.449], [0.261, -3.271, 1.304], [0.868, -4.507, 1.545], [1.980, -4.569, 2.357], [2.475, -3.413, 2.950], [1.875, -2.182, 2.716], [0.776, -2.086, 1.882], [-4.517, -4.185, -1.797], [-5.526, -2.164, -2.794], [-4.493, 0.037, -2.475], [-2.391, 0.264, -1.166], [0.469, -5.395, 1.073], [2.459, -5.519, 2.545], [3.327, -3.470, 3.610], [2.263, -1.310, 3.225], [0.536, 1.193, -1.903], [0.755, 0.108, -1.078], [1.991, -0.451, -1.345], [2.560, 0.314, -2.320], [3.809, 0.210, -2.897], [4.119, 1.146, -3.872], [3.221, 2.142, -4.237], [1.974, 2.260, -3.641], [1.660, 1.325, -2.675], [4.501, -0.559, -2.594], [5.085, 1.105, -4.350], [3.505, 2.853, -4.997], [1.288, 3.045, -3.915]],
  "atomic_forces_ev_per_a": [[-2.2981, 0.1123, 1.3460], [0.1137, -0.1250, 0.1841], [-3.6118, -1.7075, 0.2265], [1.8757, 1.8370, -1.3690], [-0.8720, 1.5746, -0.4975], [0.3054, -1.9685, 0.7219], [0.4249, 0.5573, -0.1773], [0.0285, 0.6514, -0.0015], [3.2478, -0.5180, -0.1149], [-1.3691, -0.6527, 0.0995], [0.8588, -0.9292, 0.0981], [-0.4920, 1.0925, -0.1394], [0.1296, -0.2940, 0.2924], [-0.2688, 1.1510, -0.0619], [0.0503, -0.0030, 0.0218], [0.0112, 0.0095, 0.0059], [0.0141, 0.0302, -0.0061], [0.2595, -0.1358, 0.1439], [-0.0461, 0.0006, -0.1082], [0.0688, -0.0350, -0.0304], [-0.0332, 0.0929, 0.0606], [0.0531, 0.1239, 0.0316], [0.1786, -0.0809, -0.0266], [-0.1290, -0.1139, -0.1242], [0.1027, 0.4629, 0.0581], [0.4251, 0.1834, 0.1661], [-0.0688, 0.0993, -0.0587], [0.0011, -0.1361, 0.0333], [0.0749, 0.0897, 0.0130], [0.1385, -0.1473, 0.1437], [-0.7299, -0.2108, -0.3946], [0.6152, -1.0624, 0.5220], [-0.5986, 0.6605, -0.8529], [0.9690, -0.2664, 0.9619], [-0.5331, 0.2643, -0.0576], [0.1731, -0.0323, 0.1493], [-0.3176, -0.0564, 0.1847], [-0.0689, -0.0923, 0.3138], [0.5751, 0.4189, -3.1237], [-0.0805, -0.1555, -0.0451], [-0.0997, -0.0315, -0.0442], [-0.0206, 0.0699, -0.0564], [0.0480, 0.1821, -0.0236], [0.0432, -0.1332, 0.0406], [0.0591, -0.0467, -0.0304], [0.1193, -0.0323, 0.0380], [0.1442, 0.1476, -0.1219], [-1.0371, 0.3851, 0.1098], [0.6673, -0.8742, 2.2905], [0.4562, -0.4676, -0.1992], [-0.2039, 0.6346, -0.5432], [-0.3485, -0.1095, 0.2455], [0.0181, 0.1584, -0.0867], [0.2127, -0.0027, -0.0383], [-0.3341, -0.1900, 0.3127], [1.0289, -0.4170, -0.2625], [0.0775, -0.1194, -0.0119], [0.0882, 0.0000, -0.0747], [0.0265, 0.0663, -0.0835], [-0.1224, 0.0905, -0.0493]],
  "nbo_charge": [0.6321, -0.6863, 0.2850, -0.2746, -0.4313, 0.2931, -0.7768, -0.1573, 0.1165, -0.1944, -0.1470, -0.2071, 0.0687, -0.3992, 0.2249, 0.2606, 0.2549, 0.3898, 0.3950, 0.4292, 0.2329, 0.2403, 0.2447, 0.2368, 0.4729, -0.2231, -0.2001, -0.2039, -0.1862, -0.2529, 0.1949, -0.4750, 0.1383, -0.2071, -0.1508, -0.2161, -0.1684, -0.2866, -0.0833, 0.2334, 0.2286, 0.2210, 0.2176, 0.2171, 0.2266, 0.2220, 0.2091, -0.6844, 0.9430, -0.6802, 0.2816, -0.2671, -0.2045, -0.2156, -0.2356, 0.1978, 0.2324, 0.2242, 0.2235, 0.2266]
}